Entry 1:
Here is C32H45ClN7O4PdS3 as an isolated structure at a distorted geometry from OMol25. Energies are from wB97M-V/def2-TZVPD.

Element x y z (Å)
Pd (-0.359, 2.231, -0.702)
N (0.328, 4.168, -2.084)
C (-0.012, 5.365, -1.374)
C (-0.362, 5.020, 0.160)
O (0.144, 5.733, 1.001)
O (-1.131, 4.046, 0.304)
H (1.330, 4.049, -2.210)
H (-0.183, 4.023, -2.950)
H (-0.917, 5.829, -1.766)
H (0.804, 6.089, -1.325)
S (-2.400, 2.186, -2.328)
C (-3.132, 1.125, -1.283)
N (-2.921, 1.116, 0.046)
C (-3.765, 0.229, 0.832)
C (-4.282, -0.853, -0.110)
S (-4.188, -0.151, -1.798)
H (-2.609, 1.993, 0.478)
H (-4.596, 0.795, 1.266)
H (-3.185, -0.196, 1.656)
H (-5.315, -1.120, 0.092)
H (-3.669, -1.752, -0.098)
C (2.649, -1.710, -4.583)
C (1.683, -2.796, -5.065)
C (2.448, -3.728, -6.018)
C (0.560, -2.154, -5.887)
C (1.061, -3.626, -3.882)
O (0.320, -4.716, -4.406)
C (2.147, -4.134, -2.910)
C (1.641, -5.138, -1.854)
C (1.172, -4.434, -0.613)
C (-0.174, -4.374, -0.269)
C (-0.607, -3.563, 0.766)
C (0.322, -2.841, 1.495)
Cl (-0.225, -1.763, 2.740)
C (1.678, -2.969, 1.244)
C (2.088, -3.755, 0.184)
C (-0.054, -2.865, -3.126)
N (0.322, -1.693, -2.393)
C (-0.375, -0.562, -2.286)
N (0.220, 0.241, -1.414)
C (1.303, -0.462, -1.010)
N (1.378, -1.629, -1.588)
H (2.988, -1.128, -5.437)
H (3.525, -2.141, -4.107)
H (2.184, -1.023, -3.884)
H (2.914, -3.133, -6.799)
H (1.769, -4.426, -6.502)
H (3.237, -4.282, -5.516)
H (0.956, -1.792, -6.831)
H (0.113, -1.311, -5.368)
H (-0.207, -2.893, -6.101)
H (0.936, -5.333, -4.817)
H (2.588, -3.281, -2.401)
H (2.922, -4.622, -3.502)
H (2.474, -5.793, -1.596)
H (0.846, -5.752, -2.280)
H (-0.901, -4.964, -0.811)
H (-1.657, -3.495, 1.005)
H (2.397, -2.446, 1.855)
H (3.140, -3.825, -0.038)
H (-0.482, -3.583, -2.422)
H (-0.829, -2.591, -3.843)
H (-1.262, -0.342, -2.845)
H (2.034, -0.110, -0.307)
C (-2.690, 4.816, 4.380)
C (-1.670, 4.494, 3.299)
C (-0.289, 4.213, 3.901)
N (0.675, 3.747, 2.919)
C (0.596, 2.699, 2.117)
S (1.666, 2.563, 0.807)
N (-0.311, 1.689, 2.287)
C (-0.898, 1.164, 3.448)
O (-1.982, 0.637, 3.354)
C (-0.099, 1.219, 4.684)
C (-0.777, 1.183, 5.904)
C (-0.070, 1.187, 7.090)
C (1.317, 1.182, 7.071)
C (1.997, 1.192, 5.862)
C (1.298, 1.219, 4.670)
H (-3.651, 5.043, 3.924)
H (-2.374, 5.672, 4.970)
H (-2.821, 3.968, 5.048)
H (-1.579, 5.329, 2.605)
H (-2.012, 3.629, 2.729)
H (-0.376, 3.484, 4.709)
H (0.117, 5.136, 4.313)
H (1.316, 4.458, 2.586)
H (-0.530, 1.166, 1.424)
H (-1.857, 1.166, 5.893)
H (-0.598, 1.193, 8.030)
H (1.869, 1.164, 7.999)
H (3.076, 1.180, 5.850)
H (1.838, 1.215, 3.734)

Calculated values
LUMO energy: -0.1619 hartree
ΔE to the lowest compared entry with this formula, charge and spin: 2.0666 eV
HOMO: -10.661 eV
total charge: +1
M: 829.8 g/mol

Charges computed using Mulliken, reported in e: Pd 0.942; N -0.441; C -0.694; C 0.616; O -0.670; O -0.700; H 0.173; H 0.210; H 0.288; H 0.315; S -0.275; C 0.202; N 0.336; C -0.362; C -0.426; S -0.057; H -0.157; H 0.315; H 0.241; H 0.472; H 0.089; C -1.653; C 1.942; C -1.956; C -1.851; C 1.961; O -0.744; C -0.843; C -1.736; C 0.398; C -0.478; C -0.678; C 0.593; Cl -0.085; C -0.968; C -0.257; C -2.986; N 1.349; C -0.700; N 0.645; C -1.621; N -0.202; H 0.541; H 0.307; H 0.200; H 0.484; H 0.538; H 0.323; H 0.501; H 0.194; H 0.394; H 0.594; H 0.384; H 0.882; H 0.376; H 0.424; H 0.531; H 0.548; H 0.516; H 0.388; H -0.041; H 0.678; H 0.529; H 0.603; C -1.560; C 0.947; C -0.836; N 0.348; C -0.746; S -0.191; N 1.308; C 0.198; O -0.615; C -0.116; C -0.210; C -0.861; C -0.385; C -0.893; C 0.328; H 0.425; H 0.378; H 0.326; H 0.361; H -0.567; H 0.032; H 0.600; H 0.478; H -0.347; H 0.490; H 0.440; H 0.423; H 0.452; H 0.347

Entry 2:
Here is an isolated ion of composition C8H16NS and charge +1 from OMol25. Energies are from wB97M-V/def2-TZVPD.

Element x y z (Å)
C (-1.189, -1.743, 1.717)
C (-1.051, -0.242, 1.953)
C (-0.498, 0.650, 0.806)
C (0.431, 1.708, 1.399)
C (0.180, -0.153, -0.330)
C (-0.811, -0.789, -1.238)
N (-0.453, -0.748, -2.466)
C (0.877, -0.135, -2.663)
C (1.086, 0.605, -1.335)
S (2.863, 0.645, -0.993)
H (-0.221, -2.231, 1.585)
H (-1.664, -2.204, 2.582)
H (-1.812, -2.007, 0.856)
H (-2.014, 0.166, 2.267)
H (-0.389, -0.106, 2.812)
H (-1.339, 1.185, 0.347)
H (1.304, 1.248, 1.869)
H (0.771, 2.445, 0.669)
H (-0.100, 2.256, 2.178)
H (0.761, -0.985, 0.098)
H (-1.754, -1.250, -0.964)
H (-0.995, -1.147, -3.225)
H (0.880, 0.501, -3.545)
H (1.598, -0.946, -2.806)
H (0.709, 1.622, -1.458)
H (2.829, 1.657, -0.114)

Calculated values
LUMO energy: -0.1616 hartree
ΔE to the lowest compared entry with this formula, charge and spin: 0.0000 eV
HOMO: -13.009 eV
total charge: +1
M: 158.3 g/mol

Charges computed using natural (NBO), reported in e: C -0.612; C -0.406; C -0.202; C -0.609; C -0.326; C 0.327; N -0.409; C -0.241; C -0.347; S 0.032; H 0.206; H 0.247; H 0.177; H 0.225; H 0.219; H 0.204; H 0.217; H 0.207; H 0.240; H 0.277; H 0.247; H 0.449; H 0.250; H 0.235; H 0.242; H 0.150

Entry 3:
Here is C22H64Cu3N2O13P as an isolated structure at a distorted geometry from OMol25. Energies are from wB97M-V/def2-TZVPD.

Element x y z (Å)
Cu (0.442, -2.159, -1.310)
Cu (0.733, 0.124, 2.514)
Cu (-2.509, 1.091, -1.299)
P (-0.448, -0.055, -0.018)
O (-1.094, -0.654, -1.284)
O (-1.133, -0.502, 1.296)
O (-0.616, 1.476, -0.155)
O (1.022, -0.522, 0.144)
C (-0.206, -3.912, 4.151)
C (-0.410, -2.639, 3.362)
O (-1.411, -2.856, 2.381)
H (-0.025, -4.761, 3.491)
H (-1.107, -4.143, 4.724)
H (0.626, -3.821, 4.852)
H (0.544, -2.332, 2.901)
H (-0.714, -1.831, 4.045)
H (-1.418, -2.044, 1.834)
C (3.029, 3.909, 1.345)
C (2.257, 2.745, 0.768)
O (1.184, 2.436, 1.634)
H (3.310, 3.664, 2.371)
H (2.403, 4.803, 1.381)
H (3.943, 4.117, 0.790)
H (2.960, 1.895, 0.701)
H (1.907, 2.903, -0.256)
H (0.415, 2.169, 1.083)
C (-5.594, -0.898, 1.537)
C (-4.493, -1.093, 0.525)
O (-3.665, 0.094, 0.438)
H (-6.163, 0.004, 1.316)
H (-5.223, -0.881, 2.561)
H (-6.296, -1.739, 1.480)
H (-4.901, -1.317, -0.461)
H (-3.842, -1.924, 0.814)
H (-2.790, -0.135, 0.835)
C (-3.652, 4.378, 1.844)
C (-2.457, 3.509, 1.498)
O (-2.025, 3.805, 0.181)
H (-4.345, 4.425, 1.003)
H (-3.354, 5.398, 2.094)
H (-4.174, 3.963, 2.707)
H (-2.727, 2.447, 1.599)
H (-1.616, 3.677, 2.184)
H (-1.329, 3.156, -0.005)
C (4.481, -0.142, -3.333)
C (3.235, 0.174, -2.569)
O (2.960, -0.911, -1.653)
H (4.665, 0.639, -4.072)
H (4.442, -1.117, -3.814)
H (5.333, -0.153, -2.647)
H (2.357, 0.389, -3.186)
H (3.370, 1.081, -1.956)
H (2.324, -0.604, -0.981)
C (-2.539, 0.983, 5.697)
C (-2.605, 0.504, 4.273)
O (-1.349, 0.813, 3.643)
H (-1.736, 0.481, 6.239)
H (-3.462, 0.724, 6.224)
H (-2.403, 2.060, 5.724)
H (-3.380, 1.071, 3.743)
H (-2.806, -0.569, 4.205)
H (-1.438, 0.503, 2.715)
C (0.777, 4.406, -3.646)
C (-0.135, 3.618, -2.742)
O (0.312, 2.260, -2.705)
H (1.798, 4.396, -3.248)
H (0.453, 5.442, -3.724)
H (0.860, 3.941, -4.632)
H (-1.169, 3.665, -3.109)
H (-0.106, 4.050, -1.737)
H (0.154, 1.875, -1.823)
C (-0.394, 0.187, -6.332)
C (-1.010, -0.513, -5.156)
C (-1.381, -1.935, -5.472)
O (-2.287, -1.939, -6.540)
C (-2.818, -3.213, -6.774)
N (-0.052, -0.531, -4.019)
H (-0.213, 1.237, -6.099)
H (-1.005, 0.111, -7.229)
H (0.575, -0.281, -6.538)
H (-1.940, -0.002, -4.847)
H (-1.849, -2.393, -4.588)
H (-0.458, -2.477, -5.732)
H (-2.046, -3.940, -7.065)
H (-3.544, -3.151, -7.586)
H (-3.356, -3.606, -5.897)
H (-0.595, -0.609, -3.156)
H (0.291, 0.428, -3.890)
C (4.826, -1.379, 3.547)
C (3.934, -1.552, 2.324)
C (3.134, -2.822, 2.365)
O (4.028, -3.910, 2.374)
C (3.360, -5.119, 2.187)
N (3.034, -0.405, 2.170)
H (5.377, -0.435, 3.482)
H (5.582, -2.159, 3.589)
H (4.224, -1.362, 4.458)
H (4.594, -1.606, 1.445)
H (2.474, -2.871, 1.475)
H (2.477, -2.878, 3.249)
H (2.570, -5.260, 2.942)
H (4.085, -5.918, 2.298)
H (2.877, -5.146, 1.201)
H (3.575, 0.439, 2.025)
H (2.499, -0.538, 1.310)

Calculated values
LUMO energy: -0.0322 hartree
ΔE to the lowest compared entry with this formula, charge and spin: 0.0000 eV
HOMO: -9.044 eV
M: 786.4 g/mol

Atom charges from the Mulliken analysis, given in e for atoms 1 to 99: Cu 0.148; Cu 0.281; Cu 0.214; P -1.546; O -1.093; O 0.897; O 3.112; O 0.590; C -1.609; C 1.862; O -0.708; H 0.306; H 0.441; H 0.366; H -1.087; H -0.057; H -0.127; C -1.605; C 1.057; O -0.570; H 0.332; H 0.360; H 0.393; H -0.230; H -0.203; H -0.031; C -1.186; C -0.254; O -0.416; H 0.309; H 0.198; H 0.405; H 0.383; H 0.214; H 0.185; C -1.514; C 0.988; O -0.671; H 0.345; H 0.367; H 0.380; H -0.496; H 0.177; H 0.057; C -1.521; C 1.074; O -0.657; H 0.398; H 0.346; H 0.337; H -0.261; H -0.009; H 0.145; C -1.578; C 0.141; O -0.584; H 0.330; H 0.416; H 0.323; H 0.175; H 0.239; H 0.128; C -1.399; C 0.070; O -0.400; H 0.301; H 0.415; H 0.256; H 0.218; H 0.183; H -0.297; C -1.555; C 0.758; C -0.627; O -0.309; C -0.754; N -0.387; H 0.331; H 0.408; H 0.334; H 0.123; H 0.389; H 0.325; H 0.299; H 0.266; H 0.284; H 0.243; H -0.030; C -1.630; C 0.324; C -0.116; O -0.440; C -0.607; N -0.244; H 0.425; H 0.388; H 0.314; H 0.347; H 0.159

Entry 4:
Here is one molecule with the formula C15H10BrFN2O2 at a distorted geometry from OMol25. Energies are from wB97M-V/def2-TZVPD.

Element x y z (Å)
F (2.992, -4.921, -1.235)
Br (1.724, 7.229, -0.561)
N (0.141, 2.212, 2.388)
N (-1.181, -0.356, 2.492)
O (-1.794, -1.568, 2.637)
O (0.420, 2.033, 0.080)
C (-0.023, 1.479, 1.276)
C (-0.702, 0.051, 1.276)
C (1.451, -3.219, -1.909)
C (1.819, -3.474, 0.444)
C (0.901, 5.811, 1.833)
C (0.684, 4.657, 2.531)
C (0.929, 4.467, -0.199)
C (0.530, -2.055, -1.691)
C (0.908, -2.389, 0.633)
C (2.080, -3.913, -0.890)
C (1.113, 5.716, 0.438)
C (0.454, 3.439, 1.830)
C (0.592, 3.351, 0.414)
C (0.185, -1.720, -0.328)
C (-0.927, -0.811, 0.047)
H (-1.244, -2.204, 3.185)
H (1.765, -3.672, -2.849)
H (2.301, -3.962, 1.311)
H (1.244, 6.672, 2.351)
H (0.757, 4.633, 3.680)
H (1.079, 4.272, -1.248)
H (0.240, -1.537, -2.578)
H (0.737, -2.244, 1.670)
H (-1.782, -1.415, 0.179)
H (-0.988, -0.155, -0.804)

Calculated values
LUMO energy: -0.0214 hartree
ΔE to the lowest compared entry with this formula, charge and spin: 0.9397 eV
HOMO: -8.581 eV
M: 349.2 g/mol

Charges computed using natural (NBO), reported in e: F -0.335; Br 0.075; N -0.382; N -0.079; O -0.581; O -0.412; C 0.477; C 0.185; C -0.271; C -0.241; C -0.245; C -0.192; C -0.270; C -0.184; C -0.215; C 0.372; C -0.074; C 0.071; C 0.237; C -0.013; C -0.504; H 0.492; H 0.233; H 0.229; H 0.231; H 0.240; H 0.231; H 0.222; H 0.205; H 0.259; H 0.237

Entry 5:
Here is an isolated ion of composition C3N2O4 and charge -2 at a distorted geometry from OMol25. Energies are from wB97M-V/def2-TZVPD.

Element x y z (Å)
C (1.162, 0.556, -0.509)
C (-1.083, -0.973, -0.023)
C (0.186, 1.152, 0.555)
N (-0.169, 1.013, 1.755)
N (-0.967, 0.337, 0.500)
O (2.333, 0.465, -0.005)
O (-0.560, -1.963, 0.486)
O (0.788, 0.234, -1.672)
O (-1.689, -0.821, -1.087)

Calculated values
LUMO energy: 0.2689 hartree
ΔE to the lowest compared entry with this formula, charge and spin: 2.6543 eV
HOMO: 0.255 eV
total charge: -2
M: 128.0 g/mol

Charges computed using natural (NBO), reported in e: C 0.721; C 0.830; C 0.224; N -0.363; N -0.421; O -0.767; O -0.786; O -0.696; O -0.741

Entry 6:
Here is a 2-piece molecular cluster, C5H11NO overall at a distorted geometry from OMol25. Energies are from wB97M-V/def2-TZVPD.

Element x y z (Å)
O (1.200, -2.063, 0.849)
C (0.281, -2.194, 0.104)
N (-1.131, -1.506, -0.094)
C (-0.230, -0.837, -0.811)
C (0.482, 0.423, -0.331)
C (0.199, 0.838, 1.116)
C (1.978, 0.328, -0.668)
H (0.191, -3.083, -0.543)
H (-5.143, 1.640, 0.319)
H (-0.099, -0.960, -1.903)
H (-5.093, 2.206, 0.786)
H (0.053, 1.244, -0.880)
H (0.761, 1.726, 1.402)
H (0.366, -0.024, 1.746)
H (-0.835, 1.184, 1.166)
H (2.154, 0.055, -1.710)
H (2.423, 1.323, -0.633)
H (2.442, -0.298, 0.085)

Calculated values
LUMO energy: -0.0496 hartree
ΔE to the lowest compared entry with this formula, charge and spin: 6.0521 eV
HOMO: -8.592 eV
M: 101.1 g/mol

Charges computed using natural (NBO), reported in e: O -0.455; C 0.451; N -0.494; C 0.187; C -0.293; C -0.610; C -0.616; H 0.130; H 0.002; H 0.156; H -0.002; H 0.233; H 0.212; H 0.232; H 0.214; H 0.208; H 0.215; H 0.231

Entry 7:
Here is C5H14O6Rb as an isolated structure at a distorted geometry from OMol25. Energies are from wB97M-V/def2-TZVPD.

Element x y z (Å)
Rb (1.977, -3.182, -2.601)
C (-2.783, -0.101, 4.872)
C (-1.429, 0.177, 5.351)
O (-0.649, -0.672, 4.470)
C (-1.413, -1.360, 3.615)
O (-1.032, -2.158, 2.773)
O (-2.671, -1.200, 4.037)
H (-3.045, 0.731, 4.218)
H (-3.515, -0.195, 5.675)
H (-1.404, -0.014, 6.425)
H (-1.172, 1.232, 5.259)
O (1.574, -3.314, -7.690)
H (0.970, -2.694, -8.098)
H (1.919, -3.828, -8.420)
O (4.532, -1.703, 1.522)
H (4.161, -1.461, 2.371)
H (5.479, -1.685, 1.661)
C (0.599, 2.670, -2.355)
C (-0.440, 2.318, -3.406)
O (-1.316, 1.190, -2.979)
H (1.175, 3.527, -2.706)
H (1.225, 1.844, -2.017)
H (0.146, 3.185, -1.509)
H (0.132, 1.923, -4.245)
H (-0.978, 3.203, -3.746)
H (-2.040, 1.567, -2.475)

Calculated values
LUMO energy: -0.1385 hartree
HOMO: -12.691 eV
total charge: +1
M: 255.6 g/mol

Charges computed using natural (NBO), reported in e: Rb 0.999; C -0.101; C -0.097; O -0.488; C 0.977; O -0.595; O -0.478; H 0.176; H 0.211; H 0.198; H 0.198; O -0.952; H 0.475; H 0.478; O -0.952; H 0.478; H 0.475; C -0.640; C -0.071; O -0.743; H 0.222; H 0.203; H 0.210; H 0.169; H 0.182; H 0.469